A 4-piece molecular cluster, C2H11NO3 overall at a distorted geometry. Source: the Open Molecules 2025 dataset; level of theory: the ωB97M-V functional and the def2-TZVPD basis.

```
! RIJCOSX wB97M-V def2-TZVPD def2/J DEFGRID3
* xyz 0 1
O 2.02 2.21 1.66
O 0.14 -0.03 2.20
O -2.20 0.20 0.82
N -0.71 0.07 -1.58
C -0.26 -1.05 -2.25
C 0.28 -2.15 -1.71
H 1.80 2.87 2.33
H 2.97 2.32 1.55
H 0.45 -2.46 -0.70
H 0.76 -2.81 -2.43
H 0.63 0.80 2.07
H 0.55 -0.67 1.61
H -0.30 -0.91 -3.33
H -0.65 0.93 -2.12
H -1.40 0.03 -0.85
H -1.42 -0.14 1.32
H -2.66 0.78 1.42
*
```

Results
SMILES	C=CN.O.O.O
molar mass	97.114	u
E_tot	-363.23951	a.u.
HOMO	-0.287	Eh
gap between HOMO and LUMO	8.2	eV

Atomic partial charges in e from the Löwdin method, atoms 1 to 6: atom 1 (O): -0.04, atom 2 (O): -0.06, atom 3 (O): -0.08, atom 4 (N): 0.03, atom 5 (C): -0.31, atom 6 (C): -0.04

=====

An isolated ion of composition C4H10N2O2 and charge +1 at a distorted geometry. Source: the Open Molecules 2025 dataset; level of theory: the ωB97M-V functional and the def2-TZVPD basis.

```
! RIJCOSX wB97M-V def2-TZVPD def2/J DEFGRID3
* xyz 1 2
O -1.78 -0.83 -1.52
O -0.61 -2.20 -0.11
N -0.37 1.14 2.46
N 0.73 0.23 -2.46
C -0.20 0.14 1.44
C 0.53 -0.24 -1.05
C -0.70 -1.10 -1.08
C 0.19 0.86 0.05
H 1.63 0.63 -2.49
H 1.17 1.37 -0.09
H 1.48 -0.86 -0.58
H -1.13 -2.99 -0.41
H 0.83 -0.53 1.48
H 0.38 1.80 2.69
H -0.52 1.58 -0.41
H -0.96 -0.71 1.43
H 0.13 1.00 -2.68
H -0.82 0.72 3.31
*
```

Results
molar mass	118.136	u
E_tot	-418.01899	a.u.
HOMO (alpha / beta)	-0.511 / -0.506	Eh
gap between HOMO and LUMO (alpha / beta)	10.3 / 4.9	eV

Atomic partial charges in e from the Löwdin method, atoms 1 to 6: atom 1 (O): 0.16, atom 2 (O): -0.01, atom 3 (N): 0.26, atom 4 (N): 0.10, atom 5 (C): -0.13, atom 6 (C): -0.31

=====

One molecule with the formula C4H6N2 at a distorted geometry. Source: the Open Molecules 2025 dataset; level of theory: the ωB97M-V functional and the def2-TZVPD basis.

```
! RIJCOSX wB97M-V def2-TZVPD def2/J DEFGRID3
* xyz 0 1
N 2.62 1.46 -0.27
N -0.15 -0.40 0.67
C 1.04 -0.63 -0.15
C -1.43 -0.50 -0.01
C 1.93 0.54 -0.19
C -0.91 0.81 0.43
H 0.79 -0.88 -1.19
H 1.59 -1.48 0.27
H -1.30 1.29 1.33
H -2.22 -1.01 0.53
H -0.55 1.51 -0.33
H -1.41 -0.70 -1.08
*
```

Results
SMILES	N#CCN1CC1
molar mass	82.106	u
E_tot	-265.46184	a.u.
HOMO	-0.362	Eh
gap between HOMO and LUMO	10.8	eV

Atomic partial charges in e from the Löwdin method, atoms 1 to 6: atom 1 (N): 0.15, atom 2 (N): -0.12, atom 3 (C): -0.19, atom 4 (C): -0.14, atom 5 (C): -0.21, atom 6 (C): -0.14

=====

Q: Among the records above, which one has the highest molar mass?
A: C4H10N2O2

=====

Q: E_tot of number 3 (C4H6N2)?
A: -265.46184 a.u.

=====

Q: Among the records above, which one has the highest molar mass?
A: C4H10N2O2